Record 1
2 unconnected molecules or ions with the total composition C5H9ClO2 at a distorted geometry, computed with ωB97M-V/def2-TZVPD.

Last column: Löwdin charge in e.
Positions of all 17 atoms, in Å:
C (-2.348, 1.330, 0.045)  -0.058
C (-1.742, 0.015, 0.330)  -0.907
O (-1.585, -0.310, 1.449)  0.035
Cl (-1.699, -1.303, -0.925)  0.614
H (-3.354, 1.002, 0.208)  0.088
H (-2.226, 1.641, -0.938)  0.059
H (-2.145, 2.026, 0.908)  0.126
C (0.598, 0.611, -0.204)  -0.051
C (1.467, -0.364, 0.067)  -0.454
C (2.183, -1.442, -0.739)  -0.017
O (1.934, -0.379, 1.324)  0.031
H (0.357, 1.410, 0.495)  0.079
H (0.201, 0.888, -1.196)  0.080
H (1.460, -1.773, -1.470)  0.049
H (2.057, -2.415, -0.064)  0.129
H (3.218, -1.325, -1.104)  0.088
H (1.624, 0.389, 1.815)  0.108

Atomic forces in eV per Å
-0.08 -0.32 1.63
-0.15 -0.76 0.77
0.51 -0.79 1.13
-0.36 0.53 -0.23
-1.22 0.32 -0.27
0.24 1.03 -1.54
0.19 -0.56 -1.31
0.01 1.10 -2.23
1.23 1.03 -0.04
-2.43 -2.38 1.72
0.87 -0.63 1.33
0.27 -0.49 0.37
0.52 -0.74 0.38
0.28 0.35 -1.13
1.01 2.01 -0.96
-0.73 0.34 0.39
-0.15 -0.05 -0.01

Its structure (SMILES) is CC(=O)Cl.C=C(C)O. Its maximum force is 3.81 eV/A. The molar mass comes out at 136.578 g mol⁻¹. The total energy comes out at -21946.5501 eV. The value obtained for the HOMO energy is -8.802 eV. For the HOMO-LUMO gap, the calculation gives 0.34992 Eh.

---

Record 2
2 unconnected molecules or ions with the total composition C5H9ClO2 at a distorted geometry, computed with ωB97M-V/def2-TZVPD.

Last column: Löwdin charge in e.
Positions of all 17 atoms, in Å:
C (-1.632, -0.028, 1.441)  -0.024
C (-0.655, -1.063, 0.824)  -0.425
O (0.135, -1.572, 1.862)  0.038
C (-0.428, -1.297, -0.489)  -0.524
Cl (0.649, -2.651, -0.868)  0.644
H (-2.719, -0.424, 1.540)  0.106
H (-1.262, 0.395, 2.320)  0.045
H (-1.950, 0.762, 0.688)  0.090
H (0.849, -1.793, 1.380)  -0.022
H (-1.026, -0.776, -1.308)  0.119
C (1.176, 1.886, -0.491)  -0.008
C (1.253, 0.695, -1.009)  -0.338
O (0.971, 0.139, -2.256)  -0.050
H (1.383, 2.104, 0.562)  0.065
H (0.766, 2.765, -1.068)  0.075
H (1.618, -0.077, -0.311)  0.093
H (0.870, 0.937, -2.816)  0.115

Atomic forces in eV per Å
-2.88 -1.01 -3.88
-0.73 1.45 1.03
-4.50 1.62 0.59
-1.89 -0.37 0.83
-0.38 0.81 -0.20
1.98 -0.09 0.58
0.52 0.54 1.34
1.20 -0.52 0.71
4.67 -2.05 -1.92
1.19 -1.17 1.32
-1.23 3.08 -0.77
1.11 -2.96 0.75
0.44 2.57 0.56
0.15 -0.44 -0.55
0.51 -0.94 0.54
-0.06 0.27 -0.81
-0.10 -0.77 -0.13

Its structure (SMILES) is C/C(O)=C/Cl.C=CO. Its maximum force is 5.45 eV/A. The molar mass comes out at 136.578 g mol⁻¹. The total energy comes out at -21945.5888 eV. The value obtained for the HOMO energy is -8.715 eV. For the HOMO-LUMO gap, the calculation gives 0.34723 Eh.

---

Record 3
2 unconnected molecules or ions with the total composition C5H9ClOS at a distorted geometry, computed with ωB97M-V/def2-TZVPD.

Last column: Löwdin charge in e.
Positions of all 17 atoms, in Å:
C (2.055, 1.924, 0.294)  -0.122
C (2.245, 0.460, 0.568)  -0.234
C (1.651, -0.432, -0.240)  -0.576
Cl (1.505, -2.155, 0.065)  0.573
H (2.201, 2.516, 1.253)  0.088
H (1.020, 2.180, -0.070)  0.096
H (2.835, 2.350, -0.288)  0.053
H (2.871, 0.085, 1.466)  0.131
H (0.961, -0.232, -1.099)  0.069
O (-1.733, 0.403, -1.712)  0.004
C (-2.455, -0.469, -1.283)  -0.392
C (-1.883, -1.419, -0.184)  -0.395
S (-2.890, -0.548, 1.233)  0.706
H (-3.508, -0.397, -1.562)  0.107
H (-2.120, -2.550, -0.278)  0.101
H (-0.811, -1.310, -0.284)  -0.022
H (-1.942, -0.406, 2.121)  -0.186

Atomic forces in eV per Å
-0.84 1.04 2.16
0.18 -1.54 0.23
-0.98 0.21 0.03
0.74 0.06 0.20
-0.46 -0.83 -0.81
1.24 -0.37 0.05
0.48 0.18 -1.11
-1.16 0.76 -1.65
0.99 0.49 0.88
-0.02 -0.43 -0.26
1.49 0.44 0.48
-2.36 -0.50 -0.79
0.43 -1.20 -1.26
-0.47 -0.72 0.16
-0.02 2.04 0.29
-0.03 0.36 0.90
0.80 0.03 0.50

Its structure (SMILES) is C/C=C/Cl.O=CCS. Its maximum force is 2.54 eV/A. The molar mass comes out at 152.646 g mol⁻¹. The total energy comes out at -30733.8659 eV. The value obtained for the HOMO energy is -9.447 eV. For the HOMO-LUMO gap, the calculation gives 0.36720 Eh.

---

Record 4
A molecular structure, C5H9CuO4 at a distorted geometry, computed with ωB97M-V/def2-TZVPD.

Last column: Mulliken spin population.
Positions of all 19 atoms, in Å:
O (1.833, 1.692, 0.465)  0.194
C (2.974, 1.246, 0.164)  0.036
C (3.134, -0.021, -0.482)  0.715
H (3.865, 1.791, 0.512)  0.032
H (3.918, -0.696, -0.135)  0.025
H (2.648, -0.143, -1.460)  0.016
O (0.902, -1.061, 0.019)  0.088
O (-1.265, 1.807, -0.176)  0.105
C (-2.456, 1.119, -0.003)  -0.009
C (-2.259, -0.391, -0.136)  -0.004
O (-1.221, -0.770, 0.772)  0.062
C (-0.241, -1.737, 0.316)  0.000
Cu (0.185, 0.737, 0.337)  0.722
H (-3.223, 1.412, -0.746)  0.012
H (-2.899, 1.317, 0.995)  0.002
H (-1.946, -0.635, -1.166)  0.001
H (-3.181, -0.947, 0.096)  0.004
H (-0.104, -2.426, 1.168)  0.000
H (-0.665, -2.294, -0.541)  0.000

Atomic forces in eV per Å
2.11 0.70 -0.57
-1.63 -0.58 0.97
0.59 0.61 -0.86
-0.23 0.03 0.06
-0.19 0.23 -0.36
0.01 -0.43 0.82
-0.16 0.56 0.08
0.42 0.17 -0.06
-0.29 -0.21 0.38
-0.49 -0.03 -0.50
0.03 0.40 0.08
0.37 -0.73 0.21
-1.04 -1.20 -0.42
0.29 0.04 0.12
0.06 -0.05 -0.19
-0.04 0.09 0.27
0.24 0.11 -0.01
-0.10 0.09 -0.19
0.05 0.20 0.15

As for the multiplicity: 3. Its maximum force is 2.30 eV/A. The molar mass comes out at 196.669 g mol⁻¹. The total energy comes out at -58156.2173 eV. The value obtained for the HOMO energy (alpha / beta) is -8.707 / -8.573 eV. For the HOMO-LUMO gap (alpha / beta), the calculation gives 0.32658 / 0.25316 Eh.

---

Record 5
A molecular structure, C5H9CuO5 at a distorted geometry, computed with ωB97M-V/def2-TZVPD.

Last column: Löwdin charge in e.
Positions of all 20 atoms, in Å:
C (-3.522, 0.999, 1.009)  -0.127
C (-2.023, 0.876, 1.268)  -0.487
O (-1.492, -0.324, 0.850)  -0.388
Cu (-2.046, -2.220, 0.317)  0.630
H (-3.910, 1.981, 1.319)  0.068
H (-3.736, 0.866, -0.063)  0.066
H (-4.063, 0.221, 1.569)  0.062
H (-1.854, 1.051, 2.357)  0.102
H (-1.527, 1.739, 0.763)  0.099
C (1.839, 0.126, -0.490)  -0.298
C (1.472, -1.266, -1.001)  -0.068
O (2.669, -1.749, -1.610)  0.071
C (3.511, -0.737, -1.840)  -0.598
O (3.069, 0.387, -1.284)  0.110
O (4.475, -0.821, -2.548)  0.149
O (2.160, 0.115, 0.848)  0.062
H (1.149, 0.935, -0.753)  0.166
H (0.682, -1.230, -1.757)  0.134
H (1.185, -1.930, -0.179)  0.132
H (1.963, 0.981, 1.223)  0.116

Atomic forces in eV per Å
-0.22 0.04 -0.05
-0.58 0.40 0.30
0.36 -2.13 -0.80
0.34 2.36 0.72
0.08 -0.24 -0.07
0.08 0.03 0.27
0.11 0.17 -0.13
-0.01 -0.22 -0.35
-0.04 -0.42 0.00
1.02 0.24 -0.58
-0.13 0.01 0.19
-0.50 -0.71 0.26
0.72 0.14 -1.35
-0.98 0.53 0.82
-0.32 -0.02 0.72
-0.26 0.03 -0.04
0.05 -0.36 0.05
0.08 0.05 0.13
0.11 0.21 -0.15
0.09 -0.11 0.05

Its maximum force is 2.49 eV/A. The molar mass comes out at 212.668 g mol⁻¹. The total energy comes out at -60205.7211 eV. The value obtained for the HOMO energy is -8.743 eV. For the HOMO-LUMO gap, the calculation gives 0.24973 Eh.

---

Record 6
A molecular structure, C5H9EuO5 at a distorted geometry, computed with ωB97M-V/def2-TZVPD.

Last column: Mulliken spin population.
Positions of all 20 atoms, in Å:
C (-0.337, 2.376, 2.000)  0.006
C (-0.618, 1.597, 0.740)  -0.005
O (0.394, 0.601, 0.484)  -0.011
Eu (2.517, 0.736, 1.735)  7.023
H (-1.161, 3.082, 2.171)  -0.001
H (-0.284, 1.715, 2.877)  0.000
H (0.582, 2.976, 1.919)  -0.001
H (-0.671, 2.269, -0.128)  -0.001
H (-1.584, 1.076, 0.821)  0.000
C (0.063, -0.288, -0.705)  -0.005
C (0.978, -1.504, -0.663)  0.004
O (0.679, -2.422, -1.682)  -0.001
C (-0.482, -3.187, -1.529)  0.001
O (-1.232, -2.847, -0.592)  -0.001
O (-0.670, -3.994, -2.446)  -0.006
O (0.312, 0.426, -1.859)  -0.001
H (-1.000, -0.502, -0.534)  0.000
H (0.902, -1.966, 0.331)  -0.001
H (2.012, -1.189, -0.878)  -0.001
H (-0.399, 1.047, -2.061)  0.000

Atomic forces in eV per Å
0.16 -0.24 0.02
-0.61 -0.19 -0.57
1.38 0.18 0.96
-1.41 -0.46 -1.00
0.32 -0.11 0.08
-0.08 0.08 -0.03
-0.01 0.13 0.01
0.04 -0.09 0.24
0.25 0.12 0.03
-0.58 0.55 -0.55
-0.61 -0.52 -0.33
2.10 1.32 0.39
-3.03 -1.44 -1.36
0.60 0.37 0.77
0.93 0.76 1.05
0.22 0.07 0.52
0.38 -0.46 -0.24
-0.11 -0.03 0.11
0.16 0.27 0.04
-0.11 -0.32 -0.12

The net charge is +1. As for the multiplicity: 8. Its maximum force is 3.62 eV/A. The molar mass comes out at 301.086 g mol⁻¹. The total energy comes out at -34886.8632 eV. The value obtained for the HOMO energy (alpha / beta) is -9.656 / -9.693 eV. For the HOMO-LUMO gap (alpha / beta), the calculation gives 0.09171 / 0.10024 Eh.

---

Record 7
A single C5H9F molecule at a distorted geometry, computed with ωB97M-V/def2-TZVPD.

Last column: Löwdin charge in e.
Positions of all 15 atoms, in Å:
C (-0.848, 1.641, 1.357)  0.079
C (0.062, 0.816, 0.703)  -0.370
F (1.217, 0.595, 1.352)  0.042
C (-0.113, 0.010, -0.524)  -0.363
C (1.128, -0.185, -1.372)  -0.064
C (-0.555, -1.359, 0.076)  -0.066
H (-0.483, 2.002, 2.381)  0.085
H (-1.864, 1.820, 1.127)  0.035
H (-0.864, 0.571, -1.079)  0.138
H (2.044, -0.136, -0.817)  0.069
H (1.140, -1.193, -1.831)  0.084
H (1.191, 0.542, -2.170)  0.075
H (-1.571, -1.304, 0.586)  0.099
H (0.095, -1.641, 0.896)  0.076
H (-0.580, -2.177, -0.683)  0.082

Atomic forces in eV per Å
3.83 -1.68 0.86
-2.47 2.87 1.96
0.45 -0.03 -0.01
-0.20 -0.67 0.78
0.11 -0.61 -0.70
-1.91 -0.38 -0.23
-0.66 -0.45 -1.67
-0.62 0.11 -0.76
-0.36 -0.66 -0.17
0.43 0.15 0.53
-0.22 0.54 0.09
0.02 0.22 -0.18
1.07 0.08 -0.91
0.49 -0.10 -0.13
0.03 0.61 0.53

Its structure (SMILES) is C=C(F)C(C)C. Its maximum force is 4.27 eV/A. The molar mass comes out at 88.125 g mol⁻¹. The total energy comes out at -8047.3357 eV. The value obtained for the HOMO energy is -9.141 eV. For the HOMO-LUMO gap, the calculation gives 0.37619 Eh.

---

Record 8
A single C5H9F2NO2S molecule at a distorted geometry, computed with ωB97M-V/def2-TZVPD.

Last column: Löwdin charge in e.
Positions of all 20 atoms, in Å:
N (2.587, -1.502, 0.344)  0.032
C (1.938, -0.331, 0.769)  -0.432
C (0.401, -0.402, 0.984)  -0.155
C (-0.182, -0.853, -0.402)  -0.432
S (-2.001, -1.225, -0.399)  0.929
C (-2.577, 0.395, -0.213)  -0.613
F (-1.486, 1.154, -0.825)  -0.137
F (-2.780, 0.858, 1.117)  -0.056
C (2.238, 0.640, -0.133)  -0.507
O (2.788, 0.535, -1.184)  0.153
O (1.587, 1.786, 0.363)  0.116
H (2.210, -2.328, 0.762)  0.076
H (3.009, -1.343, -0.724)  0.182
H (2.340, -0.060, 1.710)  0.153
H (0.009, -1.091, 1.758)  0.121
H (0.169, 0.582, 1.433)  0.116
H (-0.069, -0.332, -1.336)  0.058
H (0.464, -1.910, -0.620)  0.150
H (-3.558, 0.771, -0.904)  0.181
H (1.832, 2.454, -0.186)  0.065

Atomic forces in eV per Å
2.11 -0.18 -3.29
-1.07 -4.79 3.37
-0.60 0.37 -0.84
0.80 -3.43 0.72
0.58 -1.68 0.38
-0.96 3.87 -1.85
-2.24 0.41 1.45
0.61 -0.70 -2.25
-1.56 5.20 -1.47
0.55 0.72 -0.56
0.72 -3.05 0.84
0.29 -0.68 -0.71
-1.79 -1.48 3.85
0.47 0.72 1.29
0.85 -0.24 -0.49
-0.59 -0.43 -0.99
0.68 0.78 0.28
-2.34 2.52 0.58
2.57 -1.47 2.29
0.91 3.53 -2.61

Its structure (SMILES) is N[C@H](CCSC(F)F)C(=O)O. Its maximum force is 5.96 eV/A. The molar mass comes out at 185.195 g mol⁻¹. The total energy comes out at -27183.5408 eV. The value obtained for the HOMO energy is -9.024 eV. For the HOMO-LUMO gap, the calculation gives 0.35586 Eh.

---

Record 9
A single C5H9F2P molecule at a distorted geometry, computed with ωB97M-V/def2-TZVPD.

Last column: Löwdin charge in e.
Positions of all 17 atoms, in Å:
C (-3.131, -0.345, -0.053)  -0.115
C (-1.868, 0.099, 0.464)  -0.219
C (-0.743, -0.031, -0.200)  -0.154
C (0.505, 0.527, 0.303)  -0.168
C (1.798, -0.116, -0.339)  -0.756
F (1.656, -0.207, -1.700)  0.005
F (1.893, -1.384, 0.176)  -0.013
P (3.417, 0.807, 0.117)  0.872
H (-2.928, -0.773, -1.002)  0.057
H (-3.907, 0.508, -0.132)  0.110
H (-3.382, -1.147, 0.714)  0.105
H (-1.659, 0.283, 1.530)  0.119
H (-0.745, -0.309, -1.229)  0.109
H (0.438, 1.573, 0.058)  0.112
H (0.535, 0.342, 1.395)  0.129
H (4.134, 0.384, -1.061)  -0.095
H (3.988, -0.210, 0.959)  -0.099

Atomic forces in eV per Å
-2.25 0.24 1.70
2.14 -0.03 1.38
-0.27 0.26 -0.89
1.84 -0.97 0.14
-0.53 0.68 1.34
0.08 -0.02 0.44
-0.19 -0.28 -0.48
0.16 -0.25 -0.52
-0.38 -0.49 -0.99
0.96 -1.62 0.28
-0.82 0.81 -1.27
-0.95 0.45 -0.23
-0.15 -0.32 -0.76
0.65 0.64 0.19
0.41 0.52 -0.45
-0.31 0.10 0.51
-0.40 0.28 -0.39

Its structure (SMILES) is C/C=C/CC(F)(F)P. Its maximum force is 2.83 eV/A. The molar mass comes out at 138.097 g mol⁻¹. The total energy comes out at -20052.8984 eV. The value obtained for the HOMO energy is -9.315 eV. For the HOMO-LUMO gap, the calculation gives 0.37961 Eh.

---

Record 10
2 unconnected molecules or ions with the total composition C5H9F3N2O at a distorted geometry, computed with ωB97M-V/def2-TZVPD.

Last column: Löwdin charge in e.
Positions of all 20 atoms, in Å:
C (1.785, 0.947, 0.731)  -0.353
C (-0.296, -0.933, -1.684)  0.007
C (1.155, -1.278, 0.800)  -0.012
C (0.134, 0.203, -0.837)  -0.299
C (-1.958, 0.230, 1.200)  -0.459
N (-0.231, 1.472, -1.094)  0.194
N (1.132, 0.013, 0.095)  -0.046
O (2.579, 0.821, 1.584)  0.129
F (-2.058, 1.568, 0.976)  -0.036
F (-2.870, -0.379, 0.346)  -0.050
F (-2.419, 0.130, 2.510)  -0.033
H (1.445, 1.852, 0.298)  0.119
H (0.561, -1.015, -2.489)  0.151
H (-1.198, -0.743, -2.162)  0.059
H (-0.348, -1.911, -1.037)  0.128
H (0.178, -1.555, 1.072)  0.056
H (1.576, -2.066, 0.084)  0.119
H (1.823, -1.260, 1.662)  0.098
H (-1.224, 1.680, -1.333)  0.162
H (0.234, 2.224, -0.721)  0.064

Atomic forces in eV per Å
-0.49 2.88 -0.98
2.80 -1.98 1.11
2.16 -2.04 -2.10
-0.47 1.64 1.97
2.29 -1.18 0.10
-2.22 -2.25 -2.14
-1.58 -4.59 -0.86
1.86 -0.21 2.06
-0.66 1.04 -0.54
-0.84 0.42 0.47
-0.37 -0.39 -0.88
0.58 2.09 0.23
-1.57 -0.09 1.44
-1.62 0.30 -0.79
0.04 1.97 -1.57
-1.38 -0.07 0.48
-0.51 0.90 1.05
-0.22 0.41 -0.28
1.30 -0.60 0.01
0.89 1.73 1.22

Its maximum force is 4.93 eV/A. The molar mass comes out at 170.134 g mol⁻¹. The total energy comes out at -18507.4836 eV. The value obtained for the HOMO energy (alpha / beta) is -7.018 / -7.016 eV. For the HOMO-LUMO gap (alpha / beta), the calculation gives 0.22622 / 0.22609 Eh.

---

molar mass of number 6 (C5H9EuO5)?
301.086 g mol⁻¹

---

Number 10 is which compound?
C5H9F3N2O

---

Which of these has the highest molar mass?
C5H9EuO5

---

What is the formula in the fifth record?
C5H9CuO5